Entry 1:
Computed, not measured: a single C16H16ClNO4 molecule, with ωB97M-V with the def2-TZVPD basis set.

Each line ends with the Löwdin charge.
Positions of all 38 atoms, in Å:
C1 0.35 0.11 -3.39  -0.08
C2 1.62 -0.64 -3.02  -0.20
H1 2.51 -0.10 -3.35  0.12
H2 1.60 -1.64 -3.45  0.12
O1 1.77 -0.76 -1.60  -0.02
C3 1.17 -1.79 -0.99  -0.50
O2 0.47 -2.59 -1.55  0.13
C4 1.49 -1.80 0.49  -0.01
H3 2.51 -1.42 0.63  0.13
H4 1.42 -2.83 0.84  0.13
C5 0.51 -0.91 1.27  -0.25
N1 0.70 0.46 0.91  0.07
C6 0.58 1.47 1.80  -0.43
O3 0.35 1.30 2.99  0.08
C7 0.76 2.81 1.21  -0.19
C8 0.71 4.04 1.80  0.01
C9 0.94 4.98 0.78  -0.05
C10 1.11 4.25 -0.36  -0.11
O4 1.01 2.94 -0.11  0.04
H5 1.31 4.55 -1.37  0.12
H6 0.97 6.05 0.87  0.10
H7 0.52 4.23 2.84  0.12
H8 0.88 0.68 -0.06  0.10
C11 -0.90 -1.45 1.12  -0.18
C12 -1.21 -2.60 1.86  -0.03
C13 -2.44 -3.22 1.78  -0.07
C14 -3.42 -2.69 0.95  -0.08
C15 -3.15 -1.54 0.23  -0.11
C16 -1.91 -0.94 0.31  -0.56
Cl1 -1.70 0.50 -0.63  0.79
H9 -3.90 -1.11 -0.41  0.10
H10 -4.39 -3.15 0.88  0.11
H11 -2.64 -4.10 2.36  0.10
H12 -0.45 -3.01 2.51  0.12
H13 0.76 -0.97 2.34  0.16
H14 -0.53 -0.45 -3.07  0.05
H15 0.33 1.09 -2.91  0.06
H16 0.31 0.25 -4.47  0.08

The calculation puts the energy relative to the best compared isomer or geometry (same formula, charge and spin) at 0.0 kJ/mol. Its spin multiplicity is 1. The calculation puts the molar mass at 321.76 u. The charge is 0. The calculated total energy comes out at -1435.23065 Eh.


Entry 2:
Computed, not measured: 5 unconnected molecules or ions with the total composition C30H56N2O11, with ωB97M-V with the def2-TZVPD basis set.

Each line ends with the Löwdin charge.
Positions of all 99 atoms, in Å:
C1 -5.04 -1.42 6.19  0.00
C2 -4.93 -1.81 7.73  -0.33
C3 -5.45 -3.08 8.27  -0.10
O1 -4.39 -3.50 9.13  0.09
C4 -3.43 -2.56 9.19  -0.54
O2 -2.38 -2.64 9.84  0.11
O3 -3.66 -1.62 8.30  0.12
H1 -5.02 -0.33 6.11  0.08
H2 -5.96 -1.74 5.70  0.08
H3 -4.17 -1.83 5.69  0.08
H4 -5.66 -1.12 8.16  0.14
H5 -5.71 -3.77 7.46  0.13
H6 -6.41 -3.00 8.78  0.13
C5 7.55 1.95 4.00  -0.04
C6 6.75 2.72 3.07  -0.31
C7 7.02 2.75 1.50  -0.03
O4 5.80 2.30 0.89  0.10
C8 4.89 2.27 1.81  -0.58
O5 3.66 2.15 1.51  0.07
O6 5.39 2.27 3.02  0.10
H7 8.58 2.28 4.08  0.09
H8 7.78 0.97 3.59  0.10
H9 7.20 1.96 5.03  0.10
H10 6.73 3.77 3.35  0.15
H11 7.76 1.96 1.35  0.12
H12 7.41 3.68 1.08  0.13
C9 -2.34 4.37 2.41  -0.04
C10 -1.12 5.01 2.91  -0.33
C11 -0.38 5.83 1.88  -0.06
O7 0.05 6.96 2.70  0.08
C12 -0.72 7.00 3.79  -0.63
O8 -0.63 7.94 4.57  0.12
O9 -1.57 6.05 3.81  0.14
H13 -2.24 3.59 1.66  0.10
H14 -3.04 5.08 1.96  0.10
H15 -2.87 3.94 3.26  0.09
H16 -0.42 4.24 3.23  0.16
H17 -0.90 5.89 0.93  0.14
H18 0.57 5.31 1.76  0.13
C13 0.80 -5.69 -1.59  -0.05
C14 1.04 -4.43 -0.74  -0.41
C15 -0.06 -3.38 -1.19  -0.16
C16 -0.12 -2.14 -0.39  -0.21
C17 -0.34 -2.55 1.06  -0.14
C18 0.74 -3.49 1.66  -0.50
N1 0.88 -4.67 0.77  -0.12
O10 1.59 -5.77 1.27  -0.01
C19 2.03 -2.71 1.98  -0.03
C20 0.05 -3.95 2.95  -0.06
C21 2.55 -3.98 -1.05  -0.02
H19 0.25 -5.59 -2.53  0.08
H20 0.12 -6.27 -0.97  0.07
H21 1.64 -6.37 -1.56  0.08
H22 0.17 -3.10 -2.22  0.12
H23 -1.00 -3.89 -1.00  0.12
H24 -0.95 -1.55 -0.79  0.11
H25 0.75 -1.50 -0.58  0.11
H26 -1.32 -3.04 1.07  0.12
H27 -0.31 -1.63 1.65  0.12
H28 2.36 -2.12 1.12  0.06
H29 1.86 -2.05 2.83  0.08
H30 2.85 -3.29 2.38  0.09
H31 0.70 -4.61 3.52  0.08
H32 -0.08 -3.10 3.61  0.08
H33 -0.91 -4.45 2.81  0.09
H34 2.97 -3.25 -0.36  0.05
H35 2.71 -3.66 -2.08  0.08
H36 3.27 -4.78 -0.87  0.07
H37 0.94 -6.24 1.81  0.09
C22 -3.06 2.37 -6.67  -0.04
C23 -2.48 1.25 -5.82  -0.46
C24 -2.13 0.05 -6.80  -0.14
C25 -0.94 0.17 -7.73  -0.18
C26 0.34 0.37 -6.88  -0.15
C27 0.11 1.50 -5.83  -0.48
N2 -1.19 1.47 -5.19  -0.13
O11 -1.22 2.55 -4.36  -0.01
C28 1.23 1.40 -4.80  -0.04
C29 0.35 2.76 -6.73  -0.03
C30 -3.58 0.63 -4.83  -0.02
H38 -2.59 2.82 -7.54  0.08
H39 -3.37 3.10 -5.92  0.09
H40 -4.00 2.12 -7.16  0.08
H41 -2.08 -0.90 -6.26  0.12
H42 -2.95 0.09 -7.50  0.11
H43 -0.98 1.09 -8.31  0.10
H44 -0.78 -0.66 -8.42  0.11
H45 1.12 0.63 -7.60  0.10
H46 0.72 -0.56 -6.46  0.11
H47 1.33 0.41 -4.34  0.08
H48 2.24 1.50 -5.17  0.09
H49 1.18 2.04 -3.92  0.07
H50 -0.59 2.95 -7.24  0.05
H51 0.56 3.62 -6.09  0.08
H52 1.06 2.72 -7.56  0.08
H53 -3.82 1.37 -4.07  0.07
H54 -3.22 -0.17 -4.18  0.08
H55 -4.56 0.42 -5.26  0.08
H56 -0.62 2.32 -3.64  0.09

Its spin multiplicity is 1. The calculation puts the molar mass at 620.78 u. The charge is 0. The calculated total energy comes out at -2113.61403 Eh.


Entry 3:
Computed, not measured: 5 unconnected molecules or ions with the total composition C29H45ClF7N8O5S, with ωB97M-V with the def2-TZVPD basis set.

Each line ends with the Löwdin charge.
Positions of all 96 atoms, in Å:
C1 4.73 -1.57 -0.25  -0.12
C2 4.58 -0.02 -0.65  -0.21
C3 3.24 0.67 -0.12  -0.19
O1 2.23 0.85 -1.18  -0.19
C4 0.99 1.11 -0.45  -0.15
N1 0.09 1.90 -1.30  0.07
C5 -1.09 1.69 -2.08  -0.17
N2 -1.72 0.51 -2.25  -0.12
C6 -2.99 0.56 -3.08  -0.17
C7 -2.69 0.16 -4.64  -0.06
S1 -1.28 -1.05 -1.70  0.85
O2 0.16 -1.44 -2.00  -0.26
O3 -2.11 -2.07 -2.45  -0.26
C8 -1.76 -1.19 0.08  -0.30
F1 -3.14 -1.58 0.09  0.07
F2 -1.76 0.13 0.67  0.04
C9 -0.96 -2.18 1.03  -0.19
F3 0.13 -1.58 1.73  0.09
F4 -1.87 -2.57 2.07  0.09
C10 -0.40 -3.54 0.41  -0.31
F5 -0.35 -4.46 1.50  0.10
F6 0.95 -3.46 -0.04  0.10
F7 -1.25 -4.16 -0.53  0.13
N3 -1.44 3.01 -2.60  0.20
C11 -0.49 4.01 -2.22  -0.17
O4 -0.41 5.38 -2.48  0.12
N4 0.43 3.20 -1.41  -0.01
C12 1.56 4.02 -0.90  -0.04
C13 2.53 4.35 -2.17  -0.66
O5 2.88 5.53 -2.39  0.01
Cl1 3.19 3.07 -3.28  0.68
H1 3.86 -2.22 -0.61  0.05
H2 5.73 -1.97 -0.66  0.09
H3 4.84 -1.61 0.90  0.06
H4 5.47 0.52 -0.12  0.10
H5 4.67 0.15 -1.79  0.08
H6 3.53 1.75 0.20  0.12
H7 2.84 0.10 0.79  0.13
H8 1.32 1.68 0.50  0.15
H9 0.63 0.11 -0.07  0.12
H10 -3.50 1.58 -3.08  0.13
H11 -3.79 -0.17 -2.67  0.14
H12 -3.51 -0.52 -5.05  0.10
H13 -1.65 -0.32 -4.68  0.09
H14 -2.67 1.13 -5.22  0.08
H15 0.03 5.50 -3.35  0.16
H16 1.26 5.04 -0.49  0.16
H17 2.23 3.52 -0.13  0.13
C14 -5.35 -3.98 2.99  -0.11
C15 -5.83 -2.56 2.74  -0.27
C16 -6.47 -1.91 3.97  -0.19
C17 -7.71 -2.58 4.36  -0.23
N5 -8.68 -3.10 4.68  0.15
H18 -6.18 -4.65 3.23  0.08
H19 -4.86 -4.38 2.09  0.07
H20 -4.63 -4.01 3.81  0.08
H21 -6.54 -2.56 1.90  0.12
H22 -4.97 -1.96 2.43  0.09
H23 -6.69 -0.86 3.74  0.09
H24 -5.76 -1.91 4.80  0.12
C18 7.51 2.42 2.13  -0.11
C19 6.70 1.85 3.28  -0.27
C20 7.29 0.56 3.85  -0.19
C21 7.25 -0.54 2.88  -0.22
N6 7.23 -1.40 2.11  0.16
H25 7.52 1.75 1.27  0.06
H26 7.08 3.37 1.79  0.07
H27 8.54 2.61 2.43  0.08
H28 5.67 1.68 2.95  0.10
H29 6.66 2.60 4.08  0.11
H30 6.71 0.26 4.73  0.12
H31 8.32 0.73 4.18  0.13
C22 -6.71 4.03 3.88  -0.11
C23 -6.83 2.54 3.58  -0.27
C24 -5.95 2.09 2.41  -0.20
C25 -6.36 2.68 1.14  -0.24
N7 -6.68 3.16 0.14  0.14
H32 -7.06 4.64 3.03  0.08
H33 -7.32 4.29 4.74  0.08
H34 -5.68 4.31 4.09  0.08
H35 -7.88 2.29 3.38  0.12
H36 -6.54 1.98 4.47  0.11
H37 -6.00 1.00 2.33  0.10
H38 -4.90 2.34 2.62  0.12
C26 3.51 -3.76 -5.87  -0.11
C27 3.84 -4.07 -4.42  -0.26
C28 3.09 -3.17 -3.43  -0.19
C29 3.49 -1.77 -3.54  -0.21
N8 3.79 -0.66 -3.63  0.17
H39 3.82 -2.75 -6.15  0.07
H40 4.03 -4.46 -6.53  0.08
H41 2.44 -3.86 -6.06  0.08
H42 4.92 -3.97 -4.27  0.12
H43 3.58 -5.11 -4.21  0.11
H44 3.30 -3.52 -2.41  0.10
H45 2.01 -3.27 -3.58  0.12

Its spin multiplicity is 1. The calculation puts the molar mass at 786.24 u. The charge is +1. The calculated total energy comes out at -3503.12999 Eh.


Entry 4:
Computed, not measured: a molecular structure, C21H19N6O4RuS, with ωB97M-V with the def2-TZVPD basis set.

Each line ends with the Löwdin charge.
Positions of all 52 atoms, in Å:
Ru1 -0.30 0.33 -0.07  1.53
O1 -1.97 1.51 -0.53  -0.16
C1 -2.69 1.39 -1.56  -0.07
C2 -2.53 0.43 -2.59  -0.10
C3 -3.41 0.49 -3.67  0.11
C4 -3.27 -0.41 -4.70  -0.07
C5 -2.28 -1.38 -4.70  0.10
C6 -1.39 -1.46 -3.63  0.07
C7 -1.51 -0.57 -2.57  -0.25
O2 -0.67 -0.74 -1.54  -0.16
N1 -4.21 -0.33 -5.85  -0.34
O3 -4.03 -1.12 -6.74  0.15
O4 -5.06 0.53 -5.78  0.13
H1 -3.52 2.09 -1.65  0.17
H2 -4.21 1.23 -3.73  0.15
H3 -2.21 -2.06 -5.55  0.15
H4 -0.62 -2.21 -3.60  0.14
C8 3.32 -1.94 -0.36  0.02
C9 3.14 -2.90 0.63  0.03
C10 1.98 -2.89 1.39  0.05
C11 1.04 -1.91 1.15  -0.18
N2 1.23 -0.98 0.19  -0.07
C12 2.34 -0.99 -0.55  -0.07
C13 -0.24 -1.76 1.85  -0.15
C14 -0.69 -2.55 2.89  0.06
C15 -1.93 -2.30 3.47  0.05
C16 -2.71 -1.25 2.99  0.02
C17 -2.23 -0.49 1.95  -0.05
N3 -1.02 -0.74 1.40  -0.04
H5 4.21 -1.92 -0.97  0.14
H6 3.90 -3.66 0.80  0.14
H7 1.82 -3.64 2.15  0.13
H8 2.43 -0.21 -1.30  0.13
H9 -0.08 -3.37 3.26  0.14
H10 -2.28 -2.91 4.28  0.15
H11 -3.67 -1.02 3.42  0.14
H12 -2.78 0.34 1.53  0.12
C18 4.87 2.52 2.34  -0.06
C19 3.63 2.03 3.10  -0.21
C20 2.40 2.18 2.27  -0.52
N4 1.79 1.22 1.68  0.04
N5 0.69 1.64 0.95  -0.18
C21 0.51 3.02 1.04  -0.59
N6 -0.48 3.66 0.47  0.19
S1 1.70 3.77 2.00  1.24
H13 5.74 2.40 2.98  0.10
H14 4.80 3.57 2.07  0.08
H15 5.03 1.94 1.43  0.08
H16 3.51 2.60 4.02  0.13
H17 3.72 0.98 3.37  0.13
H18 -1.22 3.17 0.00  0.09
H19 -0.57 4.66 0.59  0.15

The calculation puts the energy relative to the best compared isomer or geometry (same formula, charge and spin) at 37.4 kJ/mol. Its spin multiplicity is 1. The calculation puts the molar mass at 552.56 u. The charge is +3. The calculated total energy comes out at -1933.13860 Eh.